# 1
This record from OMol25 describes a molecular structure, C14H8N2O8Ru at a distorted geometry. The level of theory is ωB97M-V/def2-TZVPD.

XYZ file:
```
33
Properties=species:S:1:pos:R:3:nbo_charge:R:1
Ru 0.3782 -0.5570 0.2929 0.9760
O -2.8274 -1.9778 2.4740 -0.6166
C -1.7223 -1.5329 1.9330 0.8027
O -1.4396 -1.6515 0.7483 -0.5579
C -0.7679 -0.8785 2.8950 0.0750
C -0.9403 -0.6766 4.2515 -0.1398
C 0.0719 -0.0262 4.9452 -0.1573
C 1.2081 0.4056 4.2695 -0.1622
C 1.3044 0.1634 2.9120 0.0580
N 0.3333 -0.4799 2.2679 -0.3326
C 2.4126 0.5440 1.9508 0.8022
O 3.4810 1.1745 2.3693 -0.5929
O 2.3268 0.2286 0.7728 -0.5461
H -3.3859 -2.3853 1.7911 0.5265
H -1.8437 -1.0115 4.7424 0.2629
H -0.0288 0.1565 6.0056 0.2539
H 1.9861 0.9295 4.8110 0.2343
H 3.4614 1.3858 3.3117 0.5062
O -1.2913 1.8285 -6.9697 -0.5071
C -0.6290 0.9187 -7.2517 1.0268
O 0.0263 0.0053 -7.5447 -0.5160
C -0.1678 0.2525 -4.3349 0.2374
C 0.6304 -0.8257 -4.0519 -0.3343
C 0.8228 -1.0802 -2.7037 0.0617
N 0.2568 -0.3189 -1.7571 -0.4398
C -0.5060 0.7254 -2.0951 0.1035
C -0.7588 1.0689 -3.4155 -0.2946
C -1.0655 1.5081 -0.9341 0.7333
O -1.8000 2.4428 -1.1252 -0.5587
O -0.6749 1.0853 0.2545 -0.6638
H 1.0875 -1.4458 -4.8111 0.2617
H 1.4427 -1.9020 -2.3692 0.2150
H -1.3810 1.9264 -3.6345 0.2826
```

The total energy comes out at -36583.35574 eV. The HOMO-LUMO gap (alpha / beta) is 7.1 / 7.1 eV. As for the net charge: +1. As for the spin multiplicity: 2.


# 2
This record from OMol25 describes a molecular structure, C14H8O2Rb at a distorted geometry. The level of theory is ωB97M-V/def2-TZVPD.

XYZ file:
```
25
Properties=species:S:1:pos:R:3:nbo_charge:R:1
Rb -0.4945 -1.2073 5.0473 0.9977
C 0.4461 -3.5551 -1.2594 -0.1656
C 0.3401 -3.7612 0.1027 -0.1951
C 0.0519 -2.6006 0.8640 -0.1679
C 0.1053 -1.3013 0.3577 -0.1047
C 0.4387 -1.1285 -0.9804 -0.1038
C 0.5244 -2.2750 -1.7908 -0.1600
C 0.5747 0.2887 -1.6235 0.5426
O 0.9974 0.4712 -2.7397 -0.4781
C 0.1231 1.4390 -0.8071 -0.1149
C -0.0529 2.7415 -1.3184 -0.1573
C -0.5082 3.7440 -0.5202 -0.1687
C -0.6802 3.5914 0.8578 -0.1875
C -0.4789 2.3306 1.4226 -0.1661
C -0.1047 1.2272 0.5830 -0.0811
C -0.1157 -0.1267 1.2116 0.5608
O -0.4901 -0.2397 2.4071 -0.6864
H 0.5778 -4.4491 -1.8508 0.2293
H 0.5495 -4.7814 0.3886 0.2377
H -0.0885 -2.7426 1.9253 0.1952
H 0.7575 -2.0804 -2.8272 0.2475
H 0.0123 3.0226 -2.3592 0.2459
H -0.7569 4.6703 -1.0167 0.2279
H -1.0319 4.4263 1.4458 0.2283
H -0.6965 2.2961 2.4799 0.2244
```

The total energy comes out at -19393.02317 eV. The HOMO-LUMO gap is 8.4 eV. As for the net charge: +1. The calculation puts the energy relative to the best compared isomer or geometry (same formula, charge and spin) at 10.79 kcal per mole.


# 3
This record from OMol25 describes a molecular structure, C15H10AuF3N5S at a distorted geometry. The level of theory is ωB97M-V/def2-TZVPD.

XYZ file:
```
35
Properties=species:S:1:pos:R:3:nbo_charge:R:1
Au -1.3219 1.2745 -0.1700 0.4887
C -2.8656 -1.4430 3.8518 -0.4232
N -2.7723 -1.6903 2.4343 -0.5988
C -3.6039 -1.2143 1.4836 0.2849
N -4.6345 -0.4160 1.8631 -0.8064
S -3.4149 -1.6992 -0.0836 -0.2804
H -2.0652 -1.9818 4.3535 0.2177
H -3.8252 -1.7988 4.2403 0.1936
H -2.7608 -0.3775 4.0839 0.1919
H -2.0096 -2.2435 2.0797 0.4219
H -4.5784 0.0721 2.7446 0.3802
H -5.0690 0.0957 1.1099 0.4218
F 7.6176 -1.4403 -1.2333 -0.3303
C 6.6446 -1.8949 -2.0424 0.9675
F 7.0058 -1.5215 -3.2918 -0.3353
F 6.7700 -3.2442 -2.0345 -0.3373
C 5.2752 -1.4432 -1.6645 -0.1374
C 5.0627 -0.6267 -0.5587 -0.1911
C 3.7819 -0.2423 -0.2341 -0.2008
C 2.6872 -0.6477 -1.0115 -0.0510
C 2.9170 -1.4872 -2.1112 -0.1846
C 4.1976 -1.8728 -2.4381 -0.1991
C 1.4061 -0.1494 -0.7120 -0.2445
C 0.3337 0.3518 -0.4405 -0.2872
H 5.9038 -0.2813 0.0248 0.2208
H 3.5987 0.3885 0.6230 0.2224
H 2.0786 -1.8231 -2.7041 0.2238
H 4.3873 -2.4904 -3.3049 0.2187
N -2.9269 2.3480 0.0723 -0.5748
C -3.6026 3.2185 -0.3149 0.4822
C -4.4000 4.2481 -0.7078 -0.6012
C -3.8049 5.4757 -0.9967 0.3131
N -3.3061 6.4893 -1.2279 -0.3869
C -5.7795 4.0956 -0.8109 0.3139
N -6.9248 3.9706 -0.8698 -0.3930
```

The total energy comes out at -45848.92687 eV. The HOMO-LUMO gap is 7.9 eV. As for the net charge: -1.


# 4
This record from OMol25 describes a molecular structure, C15H11BF2N3Pt. The level of theory is ωB97M-V/def2-TZVPD.

XYZ file:
```
33
Properties=species:S:1:pos:R:3:nbo_charge:R:1
Pt 0.6949 -0.9300 0.5181 0.4824
C 4.3227 1.4403 0.2321 -0.2253
C 3.8281 2.6501 -0.1972 -0.1232
C 2.4603 2.7779 -0.4238 -0.2011
C 1.6352 1.7000 -0.2090 0.1595
N 2.1280 0.5124 0.2582 -0.4362
C 3.4396 0.3911 0.4577 0.1011
C 0.1667 1.7468 -0.5145 0.1986
C -0.5690 2.7981 -1.0389 -0.2015
C -1.9250 2.5852 -1.2655 -0.1312
C -2.5298 1.3644 -0.9839 -0.2205
C -1.7320 0.3582 -0.4621 0.2760
N -0.4468 0.6020 -0.2574 -0.5087
C -2.1206 -1.0472 -0.1069 0.1394
C -3.4043 -1.5117 -0.2669 -0.2021
C -3.6883 -2.8476 0.0029 -0.1234
C -2.6707 -3.6747 0.4192 -0.2254
C -1.3967 -3.1459 0.5888 0.1009
N -1.1223 -1.8646 0.3475 -0.4371
H 5.3776 1.2906 0.4110 0.2499
H 4.4879 3.4903 -0.3660 0.2432
H 2.0475 3.7128 -0.7742 0.2352
H 3.7727 -0.5646 0.8288 0.2505
H -0.1181 3.7510 -1.2739 0.2396
H -2.5241 3.3888 -1.6723 0.2439
H -3.5827 1.2181 -1.1758 0.2389
H -4.1817 -0.8437 -0.6084 0.2350
H -4.6937 -3.2257 -0.1228 0.2431
H -2.8411 -4.7205 0.6299 0.2498
H -0.5749 -3.7437 0.9477 0.2504
F 1.1255 -3.3589 2.2151 -0.5195
B 1.6957 -2.2570 1.7028 0.9370
F 2.9396 -2.0421 2.1595 -0.5195
```

The total energy comes out at -29561.13129 eV. The HOMO-LUMO gap is 8.2 eV. As for the net charge: +1. The calculation puts the energy relative to the best compared isomer or geometry (same formula, charge and spin) at 0.00 kcal per mole.


# 5
This record from OMol25 describes a molecular structure, C15H11Br2FeN2O3 at a distorted geometry. The level of theory is ωB97M-V/def2-TZVPD.

XYZ file:
```
34
Properties=species:S:1:pos:R:3:nbo_charge:R:1
O 3.5297 3.9704 -1.1912 -0.4810
C 2.6923 3.1624 -1.1934 0.6362
Fe 1.4194 1.9849 -1.1990 -0.1872
C 2.7088 0.8255 -1.2951 0.6353
O 3.5491 0.0262 -1.3689 -0.4975
C 1.4917 1.9045 0.5551 0.6132
O 1.2488 1.8340 1.6924 -0.5042
C -0.2447 0.4438 -1.6886 -0.2839
C -1.1108 1.2500 -0.9585 -0.2659
C -1.1134 2.6280 -0.9275 -0.2271
C -0.2322 3.4797 -1.5916 -0.3522
C 0.5074 3.2520 -2.7617 -0.1559
C 0.7120 2.0299 -3.3967 -0.3352
C 0.5081 0.7726 -2.8252 -0.2021
H -0.2381 -0.6181 -1.4111 0.2121
H -1.7997 0.7263 -0.2928 0.2047
H -1.8225 3.1053 -0.2463 0.2261
H -0.2223 4.5236 -1.2455 0.2400
H 0.9806 4.1368 -3.2163 0.2470
H 1.3055 2.0549 -4.3243 0.2395
H 0.9814 -0.0743 -3.3461 0.2403
Br -2.3632 -1.6556 4.7599 0.1916
C -1.7231 -2.2848 3.0570 -0.0706
C -1.0848 -3.5614 3.0187 0.1590
N -0.8618 -4.2632 4.1253 -0.5401
C -0.6493 -4.0200 1.7382 -0.0706
Br 0.1810 -5.7541 1.6459 0.1883
C -0.7922 -3.1825 0.6320 0.0087
N -1.3082 -1.9519 0.7219 -0.2675
C -1.8118 -1.5317 1.8866 0.0194
H -0.4426 -5.1937 4.0560 0.4454
H -1.2288 -3.9256 5.0180 0.4454
H -0.4659 -3.5309 -0.3420 0.2441
H -2.3005 -0.5633 1.9146 0.2445
```

The total energy comes out at -199315.30567 eV. The HOMO-LUMO gap (alpha / beta) is 4.0 / 3.0 eV. As for the net charge: +1. As for the spin multiplicity: 5.


# 6
This record from OMol25 describes a single C15H11ClF3NO3S molecule. The level of theory is ωB97M-V/def2-TZVPD.

XYZ file:
```
35
Properties=species:S:1:pos:R:3:nbo_charge:R:1
C -5.2389 -0.3239 -1.6618 -0.6523
C -4.6041 0.0659 -0.3739 0.0488
C -3.4145 -0.4314 0.1123 -0.3634
C -2.5042 -1.3872 -0.4899 0.7741
O -2.6053 -1.8912 -1.5802 -0.5818
O -1.4740 -1.6450 0.3600 -0.5312
C -0.4072 -2.4398 -0.1267 -0.1803
H -0.7179 -2.9785 -1.0286 0.2467
C 0.8252 -1.5973 -0.4572 0.6701
O 1.7092 -1.9807 -1.1762 -0.5765
N 0.7997 -0.3782 0.1615 -0.6528
C 1.6953 0.6565 -0.0931 0.2291
C 3.0828 0.5074 -0.0230 -0.1668
C 3.9210 1.5628 -0.3716 -0.1576
C 3.3965 2.7826 -0.7499 -0.2089
C 2.0240 2.9704 -0.7644 -0.2015
C 1.1909 1.9163 -0.4458 -0.0781
Cl -0.5254 2.1375 -0.4928 0.0156
H 1.5997 3.9242 -1.0355 0.2330
H 4.0532 3.5935 -1.0200 0.2246
H 4.9894 1.4201 -0.3262 0.2342
C 3.7595 -0.7386 0.4950 0.9827
F 4.7846 -0.3920 1.3092 -0.3336
F 4.3073 -1.4909 -0.4613 -0.3066
F 2.9786 -1.5277 1.2417 -0.3202
H -0.0864 -0.1075 0.5766 0.4282
H -0.1388 -3.1559 0.6551 0.2218
S -2.9989 0.2634 1.6511 0.4710
C -4.4213 1.2137 1.6307 -0.3722
C -5.1700 1.0093 0.5147 -0.2708
H -6.0997 1.5138 0.3205 0.2270
H -4.6256 1.8742 2.4503 0.2399
H -4.5986 -1.0031 -2.2148 0.2569
H -6.1948 -0.8103 -1.4696 0.2262
H -5.4310 0.5633 -2.2636 0.2247
```

As for the SMILES: Cc1ccsc1C(=O)OCC(=O)Nc1c(Cl)cccc1C(F)(F)F. The total energy comes out at -54877.63689 eV. The HOMO-LUMO gap is 9.4 eV.


# 7
This record from OMol25 describes a molecular structure, C15H11IN3OPtS2. The level of theory is ωB97M-V/def2-TZVPD.

XYZ file:
```
34
Properties=species:S:1:pos:R:3:nbo_charge:R:1
Pt -0.4225 0.4733 -0.7430 0.4823
C 0.6884 0.2058 4.3248 -0.2464
C 0.9349 0.4388 2.9659 0.0692
N 0.3118 -0.1943 2.0038 -0.3757
C -0.6334 -1.0950 2.3099 0.1529
C -0.9054 -1.4522 3.6473 -0.0901
C -0.2229 -0.7603 4.6589 -0.1552
C -1.8284 -2.5036 3.9455 -0.1718
C -2.4389 -3.1734 2.9508 -0.1898
C -2.2296 -2.8131 1.5787 -0.1135
C -2.8901 -3.4989 0.5531 -0.1267
C -2.6963 -3.1135 -0.7457 -0.2563
C -1.8833 -2.0138 -1.0020 0.0771
N -1.2599 -1.3340 -0.0467 -0.4336
C -1.3738 -1.7427 1.2426 0.2704
H 1.2192 0.7677 5.0813 0.2142
H 1.6698 1.1737 2.6536 0.2033
H -0.4289 -1.0024 5.6953 0.2062
H -2.0057 -2.7576 4.9839 0.2061
H -3.1223 -3.9876 3.1605 0.2072
H -3.5464 -4.3229 0.8072 0.2074
H -3.1790 -3.6141 -1.5730 0.2237
H -1.7491 -1.6402 -2.0110 0.2556
C 1.0143 -1.3096 -5.8680 -0.2591
O 1.3934 -1.2023 -4.5039 -0.5254
C 0.4718 -0.7952 -3.6066 0.0190
S -1.0685 -0.3593 -4.0594 -0.2652
S 1.1603 -0.7150 -2.0493 -0.1438
H 1.8966 -1.6900 -6.3787 0.1788
H 0.7277 -0.3373 -6.2686 0.1950
H 0.1720 -1.9919 -5.9853 0.1897
N -2.5655 1.8138 1.1396 -0.5651
C -1.7940 1.3842 0.3911 0.0014
I 0.5984 2.7512 -1.4414 -0.4420
```

The total energy comes out at -55273.49350 eV. The HOMO-LUMO gap is 6.6 eV. As for the net charge: -1. The calculation puts the energy relative to the best compared isomer or geometry (same formula, charge and spin) at 0.59 kcal per mole.


# 8
This record from OMol25 describes a molecular structure, C15H12Br2I2N3O4RhSe. The level of theory is ωB97M-V/def2-TZVPD.

XYZ file:
```
40
Properties=species:S:1:pos:R:3:nbo_charge:R:1
Rh 1.0740 -1.1022 0.7630 0.6703
Br -0.5841 -2.5464 1.9774 0.2404
C -2.2397 -2.4135 0.9094 -0.5062
Br -2.1077 -3.2995 -0.7610 0.1346
H -2.4171 -1.3548 0.7741 0.2631
H -2.9742 -2.9053 1.5369 0.2619
I 2.7390 0.2984 -0.6783 0.6175
C 3.0327 -1.4106 -1.9239 -0.7134
I 1.5145 -2.7770 -1.2961 0.5246
H 4.0168 -1.8404 -1.7828 0.2589
H 2.8384 -1.1217 -2.9502 0.2636
Se 1.1025 1.6400 3.2887 1.2339
N 2.3350 1.1655 4.4465 -0.5303
C 2.8531 -0.0081 4.1063 0.0576
C 3.9037 -0.7777 4.6960 -0.0748
C 4.2397 -1.9407 4.0662 -0.2583
C 3.5987 -2.3726 2.8610 0.1653
N 2.6280 -1.6980 2.2907 -0.4867
C 2.2694 -0.5645 2.9490 0.2752
N 1.3014 0.1183 2.3832 -0.6653
H 4.4072 -0.4427 5.5930 0.2709
H 5.0253 -2.5691 4.4612 0.2668
H 3.9220 -3.2888 2.3819 0.2347
O 0.3189 1.7631 0.3872 -0.7107
C -0.4476 1.0539 -0.2598 0.7876
O -0.4370 -0.2764 -0.1543 -0.6841
C -1.4303 1.5614 -1.2237 -0.2248
C -1.7113 2.9244 -1.2154 -0.1270
C -2.6269 3.4799 -2.1056 -0.2600
C -3.2275 2.6163 -2.9914 0.2855
O -4.1317 2.9066 -3.9434 -0.4460
C -4.4612 1.6734 -4.5990 0.2299
O -3.6733 0.6466 -3.9832 -0.4814
C -2.9470 1.2505 -3.0076 0.2995
C -2.0609 0.6866 -2.1378 -0.2597
H -1.2040 3.5556 -0.4996 0.2380
H -2.8579 4.5351 -2.1069 0.2520
H -4.2043 1.7481 -5.6543 0.1830
H -5.5193 1.4607 -4.4527 0.1817
H -1.8572 -0.3744 -2.1447 0.2323
```

The total energy comes out at -253033.57485 eV. The HOMO-LUMO gap (alpha / beta) is 4.5 / 4.5 eV. As for the net charge: +2. The calculation puts the energy relative to the best compared isomer or geometry (same formula, charge and spin) at 0.00 kcal per mole.


Question: What is the formula in the seventh record?
Answer: C15H11IN3OPtS2


Question: total energy of number 4 (C15H11BF2N3Pt)?
Answer: -29561.13129 eV


Repeat the eighth record exactly.
This record from OMol25 describes a molecular structure, C15H12Br2I2N3O4RhSe. The level of theory is ωB97M-V/def2-TZVPD.

XYZ file:
```
40
Properties=species:S:1:pos:R:3:nbo_charge:R:1
Rh 1.0740 -1.1022 0.7630 0.6703
Br -0.5841 -2.5464 1.9774 0.2404
C -2.2397 -2.4135 0.9094 -0.5062
Br -2.1077 -3.2995 -0.7610 0.1346
H -2.4171 -1.3548 0.7741 0.2631
H -2.9742 -2.9053 1.5369 0.2619
I 2.7390 0.2984 -0.6783 0.6175
C 3.0327 -1.4106 -1.9239 -0.7134
I 1.5145 -2.7770 -1.2961 0.5246
H 4.0168 -1.8404 -1.7828 0.2589
H 2.8384 -1.1217 -2.9502 0.2636
Se 1.1025 1.6400 3.2887 1.2339
N 2.3350 1.1655 4.4465 -0.5303
C 2.8531 -0.0081 4.1063 0.0576
C 3.9037 -0.7777 4.6960 -0.0748
C 4.2397 -1.9407 4.0662 -0.2583
C 3.5987 -2.3726 2.8610 0.1653
N 2.6280 -1.6980 2.2907 -0.4867
C 2.2694 -0.5645 2.9490 0.2752
N 1.3014 0.1183 2.3832 -0.6653
H 4.4072 -0.4427 5.5930 0.2709
H 5.0253 -2.5691 4.4612 0.2668
H 3.9220 -3.2888 2.3819 0.2347
O 0.3189 1.7631 0.3872 -0.7107
C -0.4476 1.0539 -0.2598 0.7876
O -0.4370 -0.2764 -0.1543 -0.6841
C -1.4303 1.5614 -1.2237 -0.2248
C -1.7113 2.9244 -1.2154 -0.1270
C -2.6269 3.4799 -2.1056 -0.2600
C -3.2275 2.6163 -2.9914 0.2855
O -4.1317 2.9066 -3.9434 -0.4460
C -4.4612 1.6734 -4.5990 0.2299
O -3.6733 0.6466 -3.9832 -0.4814
C -2.9470 1.2505 -3.0076 0.2995
C -2.0609 0.6866 -2.1378 -0.2597
H -1.2040 3.5556 -0.4996 0.2380
H -2.8579 4.5351 -2.1069 0.2520
H -4.2043 1.7481 -5.6543 0.1830
H -5.5193 1.4607 -4.4527 0.1817
H -1.8572 -0.3744 -2.1447 0.2323
```

The total energy comes out at -253033.57485 eV. The HOMO-LUMO gap (alpha / beta) is 4.5 / 4.5 eV. As for the net charge: +2. The calculation puts the energy relative to the best compared isomer or geometry (same formula, charge and spin) at 0.00 kcal per mole.